[1]
Here is 11 unconnected molecules or ions with the total composition C58H58N8 at a distorted geometry from the OMol25 dataset. Energies are from ωB97M-V/def2-TZVPD.

Calculated values
* SMILES string: c1ccccc1.c1ccccc1.c1ccccc1.c1ccncc1.c1ccncc1.c1ccncc1.c1ccncc1.c1ccncc1.c1ccncc1.c1ccncc1.c1ccncc1

Geometry (Å):
C 0.02 -4.88 -2.68
C -0.12 -3.81 -3.56
C 0.97 -2.92 -3.68
C 2.10 -3.08 -2.94
C 2.24 -4.14 -2.04
C 1.16 -5.04 -1.91
H -0.80 -5.60 -2.53
H -0.93 -3.83 -4.23
H 0.95 -2.26 -4.48
H 2.95 -2.36 -3.01
H 3.22 -4.33 -1.61
H 1.34 -5.84 -1.20
C -5.95 -1.10 -0.20
C -4.59 -1.28 -0.54
C -4.24 -2.42 -1.18
C -5.17 -3.31 -1.65
C -6.47 -3.13 -1.33
C -6.86 -2.05 -0.60
H -6.21 -0.30 0.47
H -3.79 -0.54 -0.22
H -3.21 -2.57 -1.49
H -4.88 -4.15 -2.29
H -7.16 -3.85 -1.68
H -7.91 -1.98 -0.31
C 7.24 -1.92 -2.70
C 6.68 -1.94 -1.44
C 6.19 -3.10 -0.84
C 6.10 -4.23 -1.56
C 6.71 -4.28 -2.85
C 7.26 -3.12 -3.38
H 7.63 -1.02 -3.19
H 6.62 -1.00 -0.85
H 5.80 -3.06 0.15
H 5.69 -5.14 -1.17
H 6.68 -5.24 -3.33
H 7.75 -3.26 -4.34
C 2.01 4.57 5.27
C 1.09 5.39 4.67
C 0.65 5.03 3.37
N 1.13 4.01 2.70
C 2.03 3.24 3.26
C 2.44 3.42 4.58
H 2.33 4.67 6.32
H 0.75 6.29 5.15
H 0.03 5.68 2.75
H 2.51 2.45 2.70
H 3.17 2.68 4.87
C -0.01 5.26 -0.72
C 1.35 5.61 -0.63
C 1.94 6.38 -1.53
N 1.37 6.82 -2.65
C 0.11 6.44 -2.82
C -0.59 5.66 -1.95
H -0.47 4.59 0.02
H 1.98 5.27 0.20
H 3.02 6.61 -1.57
H -0.40 6.77 -3.72
H -1.65 5.50 -2.11
C -4.44 4.21 -1.29
C -4.03 3.14 -2.02
C -3.25 2.18 -1.39
N -2.84 2.31 -0.12
C -3.16 3.39 0.56
C -3.93 4.42 -0.01
H -5.14 4.92 -1.78
H -4.33 3.06 -3.05
H -2.95 1.26 -1.87
H -2.76 3.53 1.56
H -4.20 5.36 0.52
C -1.99 -5.66 1.50
C -3.25 -5.00 1.29
C -3.37 -3.67 1.75
N -2.30 -2.94 2.14
C -1.15 -3.54 2.34
C -0.98 -4.87 2.05
H -1.84 -6.72 1.24
H -4.19 -5.60 1.01
H -4.37 -3.18 1.67
H -0.35 -2.94 2.85
H 0.00 -5.26 2.28
C -2.82 0.53 3.25
C -1.57 0.93 3.62
C -1.34 2.17 4.27
N -2.39 2.91 4.61
C -3.60 2.53 4.27
C -3.92 1.37 3.60
H -2.99 -0.38 2.65
H -0.75 0.31 3.30
H -0.33 2.45 4.64
H -4.42 3.15 4.60
H -4.91 1.00 3.47
C 1.36 1.13 -3.76
C 1.12 0.99 -5.16
C -0.03 1.60 -5.67
N -0.91 2.19 -4.88
C -0.70 2.26 -3.56
C 0.41 1.74 -2.95
H 2.20 0.61 -3.29
H 1.92 0.54 -5.72
H -0.20 1.64 -6.70
H -1.47 2.72 -2.97
H 0.58 1.85 -1.88
C 2.53 -1.38 3.70
C 2.46 -1.47 2.34
C 2.42 -2.79 1.78
N 2.32 -3.92 2.56
C 2.45 -3.80 3.86
C 2.51 -2.57 4.49
H 2.62 -0.43 4.18
H 2.53 -0.59 1.71
H 2.43 -2.97 0.74
H 2.36 -4.63 4.48
H 2.73 -2.52 5.58
C 0.07 0.88 0.59
C -0.06 -0.40 0.05
C 1.03 -0.99 -0.55
N 2.11 -0.29 -0.92
C 2.25 0.94 -0.38
C 1.25 1.54 0.41
H -0.76 1.38 1.16
H -0.94 -0.99 0.18
H 1.04 -1.97 -0.96
H 3.15 1.53 -0.62
H 1.31 2.56 0.87

Results of the Mulliken charge analysis, in e, for atoms 1 through 99: number 1, C, carries -0.3298; number 2, C, carries -0.9051; number 3, C, carries -0.2590; number 4, C, carries -0.4069; number 5, C, carries -0.0215; number 6, C, carries -0.4467; number 7, H, carries 0.3690; number 8, H, carries 0.5685; number 9, H, carries 0.5987; number 10, H, carries 0.2650; number 11, H, carries 0.2234; number 12, H, carries 0.3706; number 13, C, carries -0.5052; number 14, C, carries 0.1687; number 15, C, carries -0.4857; number 16, C, carries -0.5726; number 17, C, carries -0.3578; number 18, C, carries -0.5702; number 19, H, carries 0.4418; number 20, H, carries 0.1333; number 21, H, carries 0.5858; number 22, H, carries 0.3982; number 23, H, carries 0.4175; number 24, H, carries 0.3634; number 25, C, carries -0.7320; number 26, C, carries 0.0015; number 27, C, carries -0.7398; number 28, C, carries -0.0996; number 29, C, carries -0.6916; number 30, C, carries -0.1038; number 31, H, carries 0.3955; number 32, H, carries 0.2867; number 33, H, carries 0.4712; number 34, H, carries 0.5054; number 35, H, carries 0.3642; number 36, H, carries 0.3487; number 37, C, carries -0.5162; number 38, C, carries -0.7835; number 39, C, carries -0.1285; number 40, N, carries 0.1769; number 41, C, carries 0.0978; number 42, C, carries -0.7121; number 43, H, carries 0.3352; number 44, H, carries 0.4283; number 45, H, carries 0.4197; number 46, H, carries 0.1856; number 47, H, carries 0.4675; number 48, C, carries 0.1461; number 49, C, carries -0.2241; number 50, C, carries -0.4056; number 51, N, carries -0.5946; number 52, C, carries -0.2700; number 53, C, carries -0.3222; number 54, H, carries 0.4079; number 55, H, carries 0.2623; number 56, H, carries 0.3570; number 57, H, carries 0.3658; number 58, H, carries 0.2727; number 59, C, carries -0.3995; number 60, C, carries -1.0166; number 61, C, carries -0.6151; number 62, N, carries 0.4037; number 63, C, carries -0.0773; number 64, C, carries -0.9409; number 65, H, carries 0.3269; number 66, H, carries 0.4881; number 67, H, carries 0.9809; number 68, H, carries 0.4097; number 69, H, carries 0.4243; number 70, C, carries -0.6002; number 71, C, carries -0.3535; number 72, C, carries -0.5485; number 73, N, carries -0.0454; number 74, C, carries -0.0282; number 75, C, carries -0.2397; number 76, H, carries 0.3930; number 77, H, carries 0.3435; number 78, H, carries 0.3882; number 79, H, carries 0.2637; number 80, H, carries 0.4216; number 81, C, carries -0.0172; number 82, C, carries -0.0655; number 83, C, carries -0.4005; number 84, N, carries -0.6091; number 85, C, carries -0.5431; number 86, C, carries -0.5941; number 87, H, carries 0.5262; number 88, H, carries 0.6654; number 89, H, carries 0.2829; number 90, H, carries 0.3574; number 91, H, carries 0.5071; number 92, C, carries -0.5218; number 93, C, carries -0.5692; number 94, C, carries -0.5502; number 95, N, carries -0.5882; number 96, C, carries -0.8499; number 97, C, carries 0.2078; number 98, H, carries 0.4338; number 99, H, carries 0.4671

[2]
Here is 2 unconnected molecules or ions with the total composition C2H4O4 at a distorted geometry from the OMol25 dataset. Energies are from ωB97M-V/def2-TZVPD.

Calculated values
* SMILES string: O=CO.O=CO
* relative energy (zero: lowest compared OMol25 entry of this formula, charge and spin): 131.0 kJ/mol

Geometry (Å):
O 2.48 0.16 -0.15
C 1.92 1.12 0.35
O 0.54 1.34 0.41
H 2.47 2.13 0.45
H 0.14 0.47 0.01
O -2.72 -1.20 -0.23
C -1.73 -0.50 0.00
O -0.45 -0.94 -0.28
H -1.88 0.56 0.17
H -0.66 -1.77 -0.72

Want to see where the charge sits? The Mulliken charges in e are: number 1, O, carries -0.4515; number 2, C, carries 0.2006; number 3, O, carries -0.4633; number 4, H, carries 0.2782; number 5, H, carries 0.4994; number 6, O, carries -0.4644; number 7, C, carries 0.1644; number 8, O, carries -0.4435; number 9, H, carries 0.3600; number 10, H, carries 0.3201

[3]
Here is a molecular structure, C3H9N5 at a distorted geometry from the OMol25 dataset. Energies are from ωB97M-V/def2-TZVPD.

Calculated values
* relative energy (zero: lowest compared OMol25 entry of this formula, charge and spin): 765.2 kJ/mol

Geometry (Å):
C -2.05 -0.53 -0.41
C -0.95 -1.17 0.21
C 1.52 -0.98 0.11
H -1.16 2.68 0.30
H -0.59 1.22 1.11
H -3.03 -1.00 -0.75
H -1.14 -2.28 0.03
H -1.12 -1.17 1.29
H -0.01 0.42 -0.29
H 1.21 -2.15 0.20
H 1.89 1.29 -0.99
H 3.44 1.48 -0.46
N -1.19 1.37 0.27
N -2.37 0.72 -0.10
N 0.34 -0.62 -0.51
N 2.66 -0.21 0.28
N 2.55 0.93 -0.28

Want to see where the charge sits? The Mulliken charges in e are: number 1, C, carries -0.1667; number 2, C, carries -0.4784; number 3, C, carries 0.1634; number 4, H, carries 0.2830; number 5, H, carries 0.3130; number 6, H, carries 0.3496; number 7, H, carries 0.3532; number 8, H, carries 0.2804; number 9, H, carries 0.5123; number 10, H, carries 0.2253; number 11, H, carries 0.1969; number 12, H, carries 0.2301; number 13, N, carries -0.5557; number 14, N, carries -0.4254; number 15, N, carries -0.5287; number 16, N, carries -0.5416; number 17, N, carries -0.2107

[4]
Here is a gas-phase ion, C5H10N3 (charge +1) at a distorted geometry from the OMol25 dataset. Energies are from ωB97M-V/def2-TZVPD.

Calculated values
* charge: +1
* SMILES string: N[C@H]1C=NC[C@@]12C[NH2+]2
* relative energy (zero: lowest compared OMol25 entry of this formula, charge and spin): 400.4 kJ/mol

Geometry (Å):
N 1.12 1.58 0.61
C 0.31 1.23 -0.51
C 0.85 0.95 -1.83
N 0.50 -0.09 -2.42
C -0.31 -1.04 -1.67
C -0.34 -0.45 -0.23
C 0.09 -0.97 1.06
N -1.24 -0.45 0.94
H 1.76 1.03 1.07
H 1.32 2.50 0.73
H -0.60 1.86 -0.56
H 1.48 1.53 -2.37
H 0.10 -2.05 -1.61
H -1.32 -1.18 -2.08
H 0.20 -2.09 1.17
H 0.84 -0.44 1.63
H -1.93 -1.23 1.11
H -1.36 0.41 1.59

Want to see where the charge sits? The Mulliken charges in e are: number 1, N, carries -0.4338; number 2, C, carries 0.3118; number 3, C, carries -0.4067; number 4, N, carries -0.4899; number 5, C, carries -0.4254; number 6, C, carries 0.3539; number 7, C, carries -0.6228; number 8, N, carries -0.2554; number 9, H, carries 0.1201; number 10, H, carries 0.1865; number 11, H, carries 0.3082; number 12, H, carries 0.5465; number 13, H, carries 0.3166; number 14, H, carries 0.2940; number 15, H, carries 0.3038; number 16, H, carries 0.1772; number 17, H, carries 0.3421; number 18, H, carries 0.3732

Number 1: highest occupied orbital energy -9.2 eV. Number 2: highest occupied orbital energy -10.7 eV. Number 3: highest occupied orbital energy -7.2 eV. Number 4: highest occupied orbital energy -13.3 eV.